Entry 1:
{"formula": "C55H73ClF4N", "method": "ωB97M-V/def2-TZVPD", "elements": ["C", "C", "C", "N", "C", "C", "C", "C", "C", "C", "C", "C", "C", "C", "C", "C", "C", "C", "C", "C", "C", "C", "C", "C", "C", "C", "C", "C", "C", "C", "C", "Cl", "C", "H", "H", "H", "H", "H", "H", "H", "H", "H", "H", "H", "H", "H", "H", "H", "H", "H", "H", "H", "H", "H", "H", "H", "H", "H", "H", "H", "H", "H", "H", "H", "H", "H", "H", "H", "H", "H", "H", "H", "H", "H", "H", "H", "H", "H", "H", "H", "H", "H", "H", "H", "H", "H", "F", "C", "C", "C", "C", "C", "C", "H", "H", "H", "H", "H", "F", "C", "C", "C", "C", "C", "C", "H", "H", "H", "H", "H", "F", "C", "C", "C", "C", "C", "C", "H", "H", "H", "H", "H", "F", "C", "C", "C", "C", "C", "C", "H", "H", "H", "H", "H"], "coordinates": [[4.570, -1.109, 4.417], [4.811, -0.562, 3.360], [5.040, 0.454, 2.235], [4.519, -0.051, 0.926], [3.264, -0.630, 0.841], [2.687, -1.099, -0.408], [1.272, -1.715, -0.593], [0.825, -2.745, 0.509], [0.566, -2.151, 1.952], [0.090, -0.646, 2.017], [-1.492, -0.453, 1.875], [-1.978, -0.307, 0.380], [-2.382, -1.747, -0.179], [-3.845, -1.826, -0.748], [-3.927, -1.445, -2.280], [-2.954, -2.263, -3.231], [-2.071, -1.344, -4.176], [-1.275, -0.215, -3.378], [-1.758, 1.257, -3.685], [-0.822, 2.317, -2.950], [-1.604, 3.703, -3.000], [-0.708, 4.932, -2.592], [-0.020, 4.768, -1.165], [-1.027, 4.349, -0.009], [-0.431, 3.165, 0.857], [-0.113, 3.585, 2.374], [3.530, -0.928, -1.624], [4.869, -0.303, -1.509], [5.794, -0.048, -2.752], [6.859, 1.093, -2.533], [6.190, 2.517, -2.406], [7.963, 1.159, -4.003], [5.323, 0.119, -0.190], [4.487, -1.655, 5.377], [4.500, 1.427, 2.428], [6.126, 0.689, 2.104], [2.701, -0.707, 1.797], [0.544, -0.860, -0.653], [1.240, -2.214, -1.605], [1.613, -3.550, 0.622], [-0.106, -3.250, 0.141], [1.498, -2.257, 2.577], [-0.250, -2.766, 2.434], [0.314, -0.296, 3.069], [0.640, 0.061, 1.341], [-2.046, -1.216, 2.478], [-1.702, 0.545, 2.373], [-1.265, 0.253, -0.278], [-2.936, 0.298, 0.417], [-1.587, -2.034, -0.928], [-2.290, -2.485, 0.674], [-4.489, -1.087, -0.190], [-4.305, -2.839, -0.583], [-4.971, -1.631, -2.648], [-3.765, -0.327, -2.344], [-3.608, -2.898, -3.897], [-2.296, -2.992, -2.678], [-2.724, -0.870, -4.954], [-1.287, -2.007, -4.639], [-0.181, -0.246, -3.651], [-1.459, -0.401, -2.287], [-1.774, 1.429, -4.797], [-2.804, 1.461, -3.317], [0.143, 2.483, -3.516], [-0.598, 1.994, -1.899], [-1.870, 3.846, -4.091], [-2.557, 3.686, -2.409], [-1.380, 5.840, -2.567], [0.109, 5.116, -3.349], [0.812, 4.016, -1.314], [0.446, 5.758, -0.884], [-2.073, 4.155, -0.378], [-1.116, 5.253, 0.665], [-1.078, 2.239, 0.863], [0.564, 2.822, 0.441], [-0.511, 2.793, 3.070], [0.995, 3.636, 2.559], [-0.534, 4.592, 2.618], [3.156, -1.267, -2.624], [5.105, 0.333, -3.566], [6.231, -1.003, -3.139], [7.539, 0.920, -1.662], [5.964, 2.929, -3.426], [6.935, 3.197, -1.903], [5.256, 2.501, -1.771], [6.315, 0.613, -0.029], [-4.928, -3.366, -6.004], [-4.218, -3.247, -7.140], [-3.720, -2.008, -7.501], [-2.982, -1.884, -8.671], [-2.760, -2.998, -9.472], [-3.270, -4.237, -9.101], [-3.999, -4.364, -7.925], [-3.910, -1.149, -6.869], [-2.581, -0.919, -8.959], [-2.188, -2.900, -10.387], [-3.100, -5.105, -9.727], [-4.397, -5.323, -7.615], [0.823, 0.995, 4.613], [1.304, 2.045, 5.307], [0.467, 2.724, 6.171], [0.962, 3.804, 6.890], [2.286, 4.198, 6.727], [3.116, 3.509, 5.851], [2.624, 2.422, 5.139], [-0.562, 2.407, 6.277], [0.317, 4.339, 7.576], [2.671, 5.044, 7.286], [4.147, 3.819, 5.722], [3.259, 1.867, 4.458], [-2.573, 1.587, 5.887], [-3.541, 2.522, 5.823], [-3.732, 3.373, 6.896], [-4.727, 4.341, 6.828], [-5.524, 4.437, 5.692], [-5.324, 3.572, 4.623], [-4.322, 2.611, 4.686], [-3.107, 3.277, 7.776], [-4.881, 5.018, 7.659], [-6.303, 5.189, 5.642], [-5.948, 3.645, 3.741], [-4.146, 1.934, 3.859], [0.533, -9.386, 0.315], [0.999, -8.333, 1.002], [0.157, -7.665, 1.873], [0.641, -6.578, 2.588], [1.958, -6.165, 2.415], [2.793, -6.842, 1.533], [2.313, -7.936, 0.825], [-0.868, -7.997, 1.987], [-0.007, -6.052, 3.278], [2.334, -5.313, 2.971], [3.818, -6.516, 1.396], [2.951, -8.481, 0.140]], "lumo_ev": -4.074, "total_charge": 1, "total_energy_ev": -83091.08753, "orbital_gap_ha": 0.2401}


Entry 2:
{"formula": "C56H105O14PSi", "method": "ωB97M-V/def2-TZVPD", "elements": ["C", "C", "C", "P", "C", "C", "C", "C", "C", "C", "C", "C", "Si", "C", "C", "C", "H", "H", "H", "H", "H", "H", "H", "H", "H", "H", "H", "H", "H", "H", "H", "H", "H", "H", "H", "H", "H", "C", "C", "O", "C", "H", "H", "H", "H", "H", "H", "C", "C", "O", "C", "H", "H", "H", "H", "H", "H", "C", "C", "O", "C", "H", "H", "H", "H", "H", "H", "C", "C", "O", "C", "H", "H", "H", "H", "H", "H", "C", "C", "O", "C", "H", "H", "H", "H", "H", "H", "C", "C", "O", "C", "H", "H", "H", "H", "H", "H", "C", "C", "O", "C", "H", "H", "H", "H", "H", "H", "C", "C", "O", "C", "H", "H", "H", "H", "H", "H", "C", "C", "O", "C", "H", "H", "H", "H", "H", "H", "C", "C", "O", "C", "H", "H", "H", "H", "H", "H", "C", "C", "O", "C", "H", "H", "H", "H", "H", "H", "C", "C", "O", "C", "H", "H", "H", "H", "H", "H", "C", "C", "O", "C", "H", "H", "H", "H", "H", "H", "C", "C", "O", "C", "H", "H", "H", "H", "H", "H"], "coordinates": [[2.155, 1.448, -2.963], [2.075, 1.855, -4.087], [1.980, 2.350, -5.450], [0.652, 1.346, -6.314], [1.006, 1.491, -8.146], [0.373, 0.335, -8.883], [0.378, -0.957, -8.392], [-0.310, -1.962, -9.043], [-0.987, -1.670, -10.219], [-0.976, -0.400, -10.756], [-1.714, -0.066, -12.025], [-0.296, 0.600, -10.078], [-1.256, 2.449, -5.917], [-2.440, 2.332, -7.377], [-1.007, 4.250, -5.436], [-2.027, 1.579, -4.450], [2.053, 0.851, -2.092], [2.920, 2.234, -5.984], [1.728, 3.409, -5.425], [2.079, 1.551, -8.305], [0.525, 2.388, -8.526], [0.873, -1.177, -7.459], [-0.350, -2.955, -8.626], [-1.540, -2.457, -10.713], [-2.392, 0.763, -11.836], [-1.004, 0.277, -12.774], [-2.267, -0.922, -12.394], [-0.312, 1.612, -10.458], [-2.857, 3.311, -7.602], [-3.279, 1.705, -7.093], [-1.964, 1.948, -8.277], [-0.401, 4.335, -4.535], [-0.524, 4.831, -6.220], [-1.976, 4.700, -5.231], [-1.342, 1.592, -3.604], [-2.959, 2.074, -4.194], [-2.225, 0.538, -4.698], [-7.365, 1.336, -6.367], [-6.172, 1.273, -5.449], [-5.196, 1.970, -5.639], [-6.241, 0.300, -4.303], [-7.183, 2.065, -7.153], [-7.537, 0.363, -6.823], [-8.258, 1.622, -5.810], [-6.377, -0.716, -4.676], [-7.079, 0.541, -3.652], [-5.317, 0.344, -3.730], [-6.546, 1.285, -10.731], [-7.829, 0.556, -10.408], [-8.105, 0.240, -9.274], [-8.746, 0.242, -11.565], [-5.978, 1.451, -9.818], [-5.947, 0.696, -11.428], [-6.770, 2.247, -11.196], [-8.228, -0.386, -12.292], [-9.052, 1.164, -12.061], [-9.627, -0.280, -11.201], [1.763, 3.432, 0.506], [2.650, 4.651, 0.451], [2.738, 5.415, 1.388], [3.445, 4.838, -0.810], [1.251, 3.391, 1.465], [1.026, 3.470, -0.298], [2.367, 2.532, 0.377], [2.787, 4.923, -1.676], [4.095, 3.971, -0.932], [4.056, 5.735, -0.730], [3.130, 6.108, 6.131], [3.916, 4.916, 5.637], [4.278, 4.043, 6.395], [4.216, 4.875, 4.162], [2.975, 6.025, 7.204], [3.674, 7.029, 5.914], [2.164, 6.153, 5.627], [4.802, 5.750, 3.876], [3.295, 4.879, 3.583], [4.781, 3.973, 3.936], [5.172, -0.402, -0.604], [5.611, 1.020, -0.364], [5.136, 1.949, -0.978], [6.643, 1.232, 0.709], [4.419, -0.425, -1.390], [6.025, -1.010, -0.907], [4.759, -0.817, 0.317], [7.563, 0.690, 0.484], [6.252, 0.862, 1.660], [6.861, 2.295, 0.796], [3.762, -0.669, 5.249], [4.892, -0.680, 4.255], [4.707, -0.465, 3.074], [6.246, -0.989, 4.823], [2.824, -0.464, 4.736], [3.699, -1.633, 5.751], [3.933, 0.097, 6.008], [6.215, -1.970, 5.291], [6.515, -0.243, 5.573], [6.994, -0.983, 4.030], [4.178, -2.847, 9.389], [5.381, -2.942, 8.483], [5.290, -2.717, 7.299], [6.696, -3.322, 9.119], [3.304, -2.563, 8.806], [3.997, -3.809, 9.871], [4.355, -2.099, 10.164], [6.613, -4.303, 9.591], [6.965, -2.591, 9.882], [7.474, -3.350, 8.360], [-0.820, -1.953, 8.022], [0.394, -1.191, 7.563], [1.405, -1.759, 7.212], [0.284, 0.314, 7.534], [-0.615, -3.021, 7.996], [-1.095, -1.655, 9.034], [-1.657, -1.738, 7.359], [0.069, 0.691, 8.535], [-0.531, 0.614, 6.874], [1.216, 0.746, 7.176], [-7.930, -1.783, 0.248], [-6.816, -1.694, -0.769], [-7.019, -1.338, -1.905], [-5.433, -2.074, -0.297], [-8.869, -1.487, -0.214], [-8.017, -2.806, 0.618], [-7.719, -1.126, 1.093], [-5.427, -3.108, 0.053], [-5.128, -1.427, 0.527], [-4.727, -1.969, -1.118], [7.986, 3.134, 8.312], [7.666, 2.286, 7.106], [7.513, 1.089, 7.192], [7.538, 3.005, 5.784], [8.048, 2.503, 9.195], [8.938, 3.647, 8.167], [7.207, 3.883, 8.457], [8.473, 3.514, 5.543], [6.741, 3.748, 5.840], [7.306, 2.289, 4.999], [-3.929, -0.975, -7.492], [-5.306, -1.504, -7.182], [-5.579, -1.979, -6.104], [-6.337, -1.400, -8.282], [-3.295, -1.095, -6.615], [-3.467, -1.514, -8.321], [-3.987, 0.086, -7.742], [-6.001, -1.955, -9.160], [-6.482, -0.355, -8.563], [-7.283, -1.810, -7.936], [-5.598, -1.291, 8.289], [-4.447, -1.123, 9.251], [-3.510, -0.403, 8.998], [-4.521, -1.903, 10.541], [-5.425, -0.683, 7.404], [-5.689, -2.338, 7.995], [-6.531, -0.982, 8.763], [-4.574, -2.972, 10.328], [-5.413, -1.617, 11.101], [-3.639, -1.699, 11.142], [-0.181, -3.515, 4.254], [-1.464, -4.234, 4.596], [-1.809, -4.399, 5.743], [-2.290, -4.743, 3.438], [0.320, -3.203, 5.169], [0.479, -4.178, 3.692], [-0.394, -2.637, 3.641], [-1.705, -5.448, 2.846], [-2.584, -3.912, 2.795], [-3.180, -5.241, 3.815], [4.607, -6.867, 4.511], [3.513, -5.891, 4.146], [2.561, -6.230, 3.482], [3.670, -4.480, 4.653], [4.380, -7.844, 4.091], [5.564, -6.518, 4.120], [4.687, -6.950, 5.596], [4.591, -4.041, 4.264], [3.714, -4.468, 5.743], [2.823, -3.881, 4.325]], "lumo_ev": 0.509, "total_charge": 0, "total_energy_ev": -105605.39338, "orbital_gap_ha": 0.3036}